1.
Here is 7 unconnected molecules or ions with the total composition C32H37F12NO8 from the OMol25 dataset. Energies are from the ωB97M-V functional and the def2-TZVPD basis.

Each line ends with the Mulliken charge.
Cartesian coordinates (Å):
C (-17.7061, 14.2879, 16.9694)  1.403
H (-20.5767, 17.2289, 19.0644)  0.490
H (-20.7492, 15.7638, 16.8025)  0.947
C (-20.9500, 11.4474, 17.2034)  0.187
H (-17.4289, 8.8040, 19.4950)  0.332
C (-17.0962, 18.9027, 16.7874)  -0.881
H (-20.6297, 9.7532, 21.5450)  0.146
F (-25.3048, 12.6811, 20.6978)  -0.245
F (-26.9707, 9.5401, 13.1120)  -0.250
H (-27.0057, 14.1716, 15.8217)  0.403
C (-20.6741, 18.9586, 17.6238)  -0.512
C (-16.3442, 17.6702, 16.3232)  -0.382
H (-23.6707, 9.3059, 14.9778)  0.181
F (-28.4153, 9.3176, 14.7185)  -0.235
H (-18.9856, 13.2967, 20.0891)  0.201
C (-17.2017, 7.7655, 19.7027)  -0.225
C (-26.1849, 14.7031, 16.2889)  -0.537
O (-26.1453, 9.0862, 16.1236)  -0.507
C (-26.2410, 8.4754, 15.1009)  0.375
F (-24.2497, 13.9939, 22.0790)  -0.273
C (-24.0796, 15.9858, 17.5390)  0.141
H (-23.2163, 16.4020, 18.0441)  0.293
H (-20.6554, 19.8654, 18.2086)  0.447
H (-14.9892, 5.4703, 18.6255)  0.350
H (-16.2004, 4.0920, 20.3438)  0.357
H (-24.3732, 7.3355, 16.4427)  0.331
C (-22.0251, 12.3013, 16.4974)  1.109
O (-25.4493, 7.5129, 14.6681)  -0.307
H (-16.3323, 17.5708, 15.2349)  0.340
C (-24.1309, 12.9132, 21.3250)  0.960
C (-17.8665, 7.0247, 20.6712)  -0.075
H (-22.9953, 15.6346, 15.7218)  0.274
C (-20.7392, 16.8324, 16.9366)  -1.053
H (-21.7751, 8.9783, 20.3933)  0.258
C (-16.1555, 7.1876, 18.9879)  -0.526
O (-17.0790, 16.5388, 16.8256)  -0.121
C (-26.3591, 15.2462, 17.5551)  -0.296
C (-27.3897, 8.7277, 14.0987)  0.858
H (-21.1261, 8.1209, 21.8214)  0.473
O (-20.9796, 10.2580, 17.1394)  -0.570
C (-15.8022, 5.8669, 19.2221)  -0.359
C (-23.8309, 11.6693, 22.1875)  0.143
F (-23.1965, 12.0681, 17.0951)  -0.232
C (-20.5824, 17.6092, 18.0561)  -0.398
F (-17.1552, 13.0742, 17.0364)  -0.283
F (-27.8201, 7.5808, 13.5530)  -0.242
C (-16.4423, 5.1399, 20.2205)  -0.443
C (-24.2150, 7.3170, 15.3651)  -0.319
H (-17.8881, 5.2102, 21.8007)  0.356
H (-20.7242, 17.3342, 14.8898)  0.224
F (-18.7141, 14.2403, 16.0880)  -0.236
C (-17.4532, 5.7332, 20.9577)  -0.381
C (-25.0061, 14.9142, 15.5950)  -0.347
H (-27.2894, 15.1114, 18.0933)  0.368
O (-15.7894, 15.0686, 15.7330)  -0.549
C (-19.3638, 12.2753, 20.1690)  -1.062
C (-21.4797, 9.0780, 21.4372)  -0.890
H (-20.7218, 19.8136, 15.6091)  0.452
C (-19.2468, 11.5549, 18.8460)  -0.171
H (-22.7927, 8.2270, 13.9284)  0.334
O (-24.3926, 11.4697, 23.2235)  -0.533
H (-17.9015, 19.1215, 16.0931)  0.163
H (-18.6650, 11.7830, 20.8501)  0.419
H (-24.8584, 14.5028, 14.6044)  0.403
H (-17.5284, 18.6503, 17.7561)  0.235
H (-16.4442, 19.7629, 16.9151)  0.418
O (-22.9157, 10.9137, 21.6183)  -0.116
H (-15.3085, 17.6653, 16.6642)  0.340
H (-23.8931, 6.3043, 15.1231)  0.294
C (-22.6778, 9.6205, 22.1889)  -0.454
H (-22.3676, 8.4669, 15.6597)  0.266
C (-23.9520, 15.5794, 16.2211)  -0.284
C (-20.6113, 18.9566, 16.2514)  -0.899
H (-18.2188, 11.6090, 18.4814)  0.219
F (-21.7692, 13.6073, 16.5781)  -0.120
H (-25.4219, 16.2847, 19.1887)  0.394
H (-22.4641, 9.6706, 23.2570)  0.362
H (-15.6187, 7.7786, 18.2565)  0.365
O (-20.1092, 12.2015, 17.8916)  -0.287
N (-20.6878, 17.6443, 15.8427)  0.242
H (-18.7271, 7.4839, 21.1422)  0.254
H (-23.5621, 8.9991, 22.0553)  0.324
H (-20.3837, 12.3127, 20.5439)  0.133
F (-22.1322, 11.9628, 15.2137)  -0.284
C (-16.6893, 15.3369, 16.4769)  -0.138
F (-23.2151, 13.1494, 20.3914)  -0.161
C (-23.1737, 8.3240, 14.9414)  -0.774
F (-18.2112, 14.5859, 18.1708)  -0.286
C (-25.3109, 15.9086, 18.1800)  -0.787
H (-19.4774, 10.4938, 18.9278)  0.470

Computed properties:
HOMO level ... -8.427 eV
Structure (SMILES) ... CCOC(=O)C(F)(F)F.CCOC(=O)C(F)(F)F.CCOC(=O)C(F)(F)F.CCOC(=O)C(F)(F)F.c1cc[nH]c1.c1ccccc1.c1ccccc1

=====

2.
Here is 8 unconnected molecules or ions with the total composition C42H110N6O14 from the OMol25 dataset. Energies are from the ωB97M-V functional and the def2-TZVPD basis.

Each line ends with the Mulliken charge.
Cartesian coordinates (Å):
C (-29.1885, 18.2657, 32.0971)  -0.582
H (-27.1657, 28.6916, 14.8858)  0.423
H (-25.0454, 28.1484, 18.1123)  0.409
H (-21.0255, 31.4850, 29.1922)  0.385
O (-35.7614, 23.1892, 18.0670)  -0.400
C (-25.4699, 30.6913, 15.2951)  -0.777
N (-22.3022, 29.7145, 27.1617)  -0.084
H (-27.3252, 16.8033, 22.7406)  0.308
H (-28.6440, 16.4808, 33.8668)  0.379
H (-24.9012, 27.9033, 15.0505)  0.364
H (-32.7785, 33.6621, 18.0642)  0.109
C (-33.7000, 22.3706, 21.7071)  -0.625
H (-28.7154, 14.1887, 34.8879)  0.328
H (-31.3895, 15.4126, 34.2257)  0.361
H (-18.9452, 26.3296, 27.3128)  0.344
H (-28.6886, 26.6499, 24.0438)  0.076
H (-25.8043, 16.6203, 23.5720)  0.267
C (-26.9326, 18.6720, 31.4639)  -0.775
C (-31.2630, 29.9086, 33.0956)  0.505
H (-24.0356, 28.6859, 17.0488)  0.415
C (-35.3047, 23.8933, 20.4115)  -0.466
H (-20.2545, 30.1881, 27.1113)  0.351
H (-20.4744, 25.3282, 26.9170)  0.302
O (-21.8416, 29.7350, 29.8111)  -0.358
C (-30.9306, 36.4567, 17.5300)  -0.785
H (-34.0242, 24.3913, 17.8281)  0.289
O (-34.5971, 24.1727, 23.1740)  -0.330
C (-26.7148, 11.0309, 27.2976)  -0.813
H (-30.2243, 32.4926, 20.6693)  0.391
H (-20.2952, 26.4197, 16.7174)  0.339
H (-31.1634, 37.4484, 17.9178)  0.350
O (-30.2018, 13.3032, 33.8184)  -0.335
H (-23.5297, 28.5503, 29.4174)  0.267
O (-22.0059, 27.4735, 16.2803)  -0.344
C (-31.1393, 31.1803, 32.1962)  -1.212
H (-33.2460, 29.1934, 32.6058)  0.323
C (-30.0686, 17.6714, 33.1959)  -0.631
C (-27.4903, 14.2883, 21.9317)  -0.512
H (-34.4039, 24.4858, 20.2515)  0.406
H (-33.9006, 32.3855, 17.4636)  0.286
H (-27.3139, 19.6122, 31.0654)  0.317
H (-29.0112, 11.7103, 33.7477)  0.275
H (-22.2860, 25.4533, 16.8488)  0.460
O (-26.5534, 14.7736, 22.9021)  -0.317
H (-35.5791, 21.8618, 20.7491)  0.385
H (-27.7733, 24.8713, 25.3853)  0.312
H (-31.1329, 17.6145, 32.9674)  0.350
H (-28.5532, 33.8486, 19.8315)  0.318
N (-24.6324, 27.8908, 17.2273)  -0.164
H (-29.1593, 28.0340, 25.9065)  0.311
H (-32.0064, 28.5008, 31.5290)  0.325
H (-23.6506, 29.2819, 30.9780)  0.349
C (-29.7319, 35.6453, 19.4608)  -0.475
H (-37.2245, 23.5536, 19.5706)  0.469
H (-26.8131, 18.0667, 30.5654)  0.313
H (-32.1058, 28.0183, 33.2327)  0.315
C (-34.8741, 24.0392, 17.2434)  -0.683
O (-27.1335, 27.7850, 23.8461)  -0.973
H (-29.7797, 36.4512, 20.1932)  0.382
H (-33.3537, 21.3372, 21.6927)  0.382
H (-22.6421, 31.5451, 29.8704)  0.378
H (-36.4500, 24.9254, 18.8955)  0.416
H (-28.8621, 12.6889, 23.9068)  0.373
H (-24.4066, 30.4574, 15.2435)  0.271
C (-25.5184, 27.6993, 15.9255)  -0.584
H (-31.3136, 31.0897, 31.1241)  0.307
H (-30.7758, 33.0910, 19.3178)  0.393
C (-20.9081, 29.5841, 26.4819)  -0.579
C (-30.3660, 15.5269, 34.5828)  -0.703
H (-30.3458, 16.2495, 35.3986)  0.467
H (-25.9643, 18.9049, 31.9069)  0.271
H (-19.8651, 25.5853, 28.5014)  0.270
H (-29.1488, 34.6249, 21.3214)  0.375
H (-27.3727, 12.7569, 24.2780)  0.438
C (-19.9820, 26.0780, 27.5362)  -0.795
H (-33.6621, 22.4466, 23.9668)  0.516
H (-19.4392, 28.1291, 26.0082)  0.467
C (-27.0929, 25.5407, 24.8589)  -1.167
C (-20.4650, 28.0817, 26.3735)  -0.675
H (-25.9311, 26.7006, 15.7828)  0.447
C (-27.9104, 10.5891, 25.2689)  -0.618
H (-28.8297, 35.8639, 18.8896)  0.422
H (-30.1676, 31.6107, 32.4384)  0.289
H (-25.7947, 30.3833, 14.3012)  0.360
C (-32.2126, 28.8529, 32.5398)  -1.294
C (-29.3661, 34.4259, 20.2720)  -0.618
H (-35.8853, 24.2353, 21.2682)  0.254
H (-26.9985, 10.4523, 23.3345)  0.343
C (-22.9272, 28.9296, 30.2427)  -0.696
H (-26.6409, 25.0428, 24.0010)  0.348
H (-22.3758, 28.9085, 27.7659)  0.255
H (-26.2609, 25.7566, 25.5291)  0.225
H (-24.4765, 25.8408, 17.8782)  0.398
C (-22.8167, 26.3586, 16.5540)  -0.572
H (-26.7412, 12.1925, 21.7743)  0.410
H (-26.9567, 10.0494, 27.7055)  0.330
H (-22.5546, 28.0419, 30.7539)  0.253
C (-27.9174, 10.8228, 23.7887)  -0.594
H (-33.0013, 23.1396, 21.3775)  0.373
C (-26.3924, 16.2395, 22.7370)  -0.737
H (-29.4712, 19.2910, 31.8580)  0.489
C (-35.5255, 24.4852, 24.2639)  -0.785
O (-26.3014, 30.0426, 16.2156)  -0.357
C (-20.6955, 27.4206, 16.8790)  -0.731
H (-28.7423, 11.1176, 25.7346)  0.348
C (-27.7968, 26.8774, 24.6279)  0.470
C (-22.7189, 30.9697, 27.9295)  -0.596
H (-27.0064, 14.2747, 20.9551)  0.346
H (-22.9641, 29.5844, 26.4100)  0.417
H (-32.3129, 34.5454, 20.3893)  0.314
H (-32.2413, 31.6257, 21.2175)  0.389
O (-27.7787, 18.1177, 32.4076)  -0.330
H (-23.8012, 30.9054, 28.0416)  0.392
O (-30.7387, 35.4321, 18.4786)  -0.265
H (-34.2505, 22.1050, 19.8096)  0.368
H (-30.2933, 29.4343, 32.9446)  0.050
H (-34.3682, 33.3145, 18.7638)  0.321
H (-25.8360, 16.4959, 21.8354)  0.308
H (-28.7194, 10.2957, 23.2719)  0.415
H (-25.7634, 11.2516, 27.7815)  0.279
N (-29.5460, 16.2486, 33.4760)  -0.173
N (-27.9730, 12.3350, 23.5839)  -0.248
H (-19.9546, 28.0378, 16.3708)  0.287
C (-23.8228, 26.6755, 17.6249)  -0.766
H (-28.0420, 9.5356, 25.5156)  0.536
H (-20.7041, 27.7045, 17.9313)  0.273
H (-29.3132, 17.8088, 31.1154)  0.401
O (-32.8573, 31.9793, 19.2286)  -0.388
C (-29.8053, 14.1785, 34.9020)  -0.477
H (-35.0619, 24.3127, 25.2352)  0.349
H (-28.3962, 14.8924, 21.9824)  0.451
C (-21.9918, 30.9808, 29.2019)  -0.475
H (-31.8334, 31.9574, 32.5161)  0.309
H (-35.6097, 25.5710, 24.2180)  0.257
H (-27.4739, 11.6173, 27.8153)  0.334
C (-33.4690, 32.8657, 18.3418)  -0.524
C (-32.7558, 32.3956, 20.6425)  -0.592
C (-31.8986, 33.6671, 20.8843)  -0.582
O (-26.7634, 11.1692, 25.9119)  -0.342
H (-20.8819, 27.5549, 25.5151)  0.445
H (-28.8178, 26.4181, 26.4793)  0.304
H (-30.2340, 13.8542, 35.8502)  0.444
H (-29.9978, 36.5944, 16.9831)  0.325
H (-28.4603, 12.3760, 21.5261)  0.394
C (-26.6956, 28.7440, 15.8678)  -0.676
N (-30.5058, 33.3677, 20.2509)  -0.304
O (-20.6360, 27.3395, 27.5580)  -0.291
H (-29.5342, 15.6197, 32.6858)  0.357
H (-23.0715, 25.9423, 15.5794)  0.424
C (-36.2638, 23.8900, 19.1809)  -0.709
H (-36.4932, 23.9868, 24.2067)  0.336
H (-35.4383, 24.8378, 16.7616)  0.321
C (-27.6190, 12.7418, 22.1147)  -0.699
H (-30.2230, 11.6406, 35.1189)  0.328
H (-27.3375, 28.3681, 16.6645)  0.396
H (-22.4939, 31.8820, 27.3770)  0.351
H (-25.6826, 31.7582, 15.2275)  0.303
H (-29.8865, 18.0942, 34.1839)  0.404
N (-34.7822, 22.4618, 20.5907)  -0.171
H (-23.3314, 26.9959, 18.5436)  0.398
H (-33.7677, 32.4913, 21.0362)  0.426
H (-34.4697, 23.4034, 16.4558)  0.266
H (-20.9662, 29.9504, 25.4570)  0.313
H (-27.6134, 27.5759, 26.7491)  0.289
C (-28.3663, 27.2938, 26.0131)  -1.184
H (-31.6023, 33.9405, 21.8970)  0.492
C (-34.2790, 22.7410, 23.1178)  -0.571
H (-31.7218, 36.1438, 16.8487)  0.238
O (-31.2613, 30.1765, 34.4771)  -0.916
H (-35.0960, 22.0346, 23.2650)  0.349
C (-30.0255, 11.9236, 34.0850)  -0.717
H (-30.7535, 11.3864, 33.4772)  0.241

Computed properties:
HOMO level ... -6.449 eV
Relative energy (zero: lowest compared OMol25 entry of this formula, charge and spin) ... 237.48 kcal per mole
Net charge ... +4

=====

3.
Here is a molecular structure, C22H45O16Zn from the OMol25 dataset. Energies are from the ωB97M-V functional and the def2-TZVPD basis.

Each line ends with the Mulliken charge.
Cartesian coordinates (Å):
O (-3.7143, -0.7103, -0.0153)  -0.136
H (-3.8434, 1.7347, -3.8726)  0.391
H (7.1035, 0.5800, -0.7712)  0.288
H (-0.0155, -1.5678, -2.4422)  0.196
H (-4.3324, -0.7191, 4.5063)  0.415
C (-2.4294, -0.2053, 3.4598)  0.719
H (3.7170, 1.2635, -2.2616)  -0.002
O (-1.5800, 0.7033, 3.4401)  -0.332
C (0.2938, -2.4166, -1.8324)  -0.319
O (-1.6059, 2.2300, -5.3184)  -0.634
C (4.6137, 1.5504, -1.7122)  -0.823
O (-1.9878, 2.1708, -3.0801)  -0.044
C (5.8725, 0.9954, -2.3800)  0.749
H (4.6468, -1.3282, 3.9042)  0.348
O (2.6414, -3.7382, 4.3512)  -0.541
H (-6.4078, -3.9306, -0.9919)  0.251
H (7.2850, 2.3422, -1.3719)  0.355
O (-4.3080, 2.8799, 1.9704)  -0.267
H (4.4734, 1.2363, -0.6779)  0.298
H (0.4664, -2.0835, -0.8090)  0.085
H (-2.2973, -0.0659, -1.3686)  0.422
C (7.1590, 1.2841, -1.6014)  -1.166
C (-5.4403, 2.7908, 1.0606)  -0.616
H (2.1815, 0.5603, 1.6415)  0.146
C (4.1617, -2.8443, 5.9685)  -1.088
H (-5.6919, 3.7486, 0.6051)  0.342
H (-4.8179, -4.4519, -0.3028)  0.290
H (3.0328, -0.9105, 3.6866)  0.154
H (-4.0664, 0.9892, 4.2120)  0.328
C (-1.9265, -1.6182, 3.1242)  -0.919
H (4.9805, -2.0531, -2.9377)  0.229
C (-3.3704, 2.4472, -3.1969)  -0.703
H (-4.4693, -0.0556, 2.8974)  0.220
H (1.9161, 1.0959, 0.0376)  0.093
C (4.5403, -2.5931, -3.7759)  -0.618
C (3.4778, -2.8877, 4.5969)  0.699
H (-4.8232, -3.7753, -1.8770)  0.306
H (-1.0384, 3.4213, -0.1325)  0.167
O (-0.0205, 1.6388, -3.8195)  -0.377
H (8.0250, 0.9430, -2.1687)  0.341
O (-2.8021, -2.7364, -0.6807)  -0.484
C (3.6987, -1.7687, 3.5959)  -0.836
C (-3.7404, -2.0297, -0.3880)  0.601
C (-2.5395, -0.0094, -0.3073)  -0.122
O (3.2978, -3.1043, -3.3854)  -0.353
H (-1.5960, -2.1188, 4.0343)  0.429
H (-5.2632, 2.0877, 0.2467)  0.208
H (3.6937, -3.3487, 6.8139)  0.336
H (-1.7505, 5.1352, -0.1097)  0.371
C (2.4210, -2.2845, -2.9099)  0.793
H (3.7670, -2.1669, 2.5835)  0.316
H (0.2856, 2.1879, -1.9126)  0.255
Zn (-0.2545, 2.2913, 3.1032)  0.840
H (4.7361, 2.6300, -1.6261)  0.455
H (-2.0061, 4.1358, -1.4897)  0.115
C (-5.3407, -3.7206, -0.9193)  -0.680
H (-2.5732, 1.0591, -0.0948)  -0.366
O (-5.0089, -2.4442, -0.2815)  -0.336
C (-1.2492, 2.0296, -4.1404)  0.664
C (-3.8812, -0.0085, 3.8139)  -1.053
C (0.4290, 1.3060, -2.5370)  0.623
H (-1.7238, -0.4377, 0.2753)  0.136
H (-2.7310, -2.1628, 2.6300)  0.272
O (5.8707, 0.3319, -3.4316)  -0.543
H (-3.5864, 3.4357, -3.6023)  0.333
O (0.2775, 1.3861, 1.2987)  -0.261
C (-1.8504, 4.0927, -0.4118)  -0.537
O (1.5041, -3.0191, -2.3041)  -0.361
O (2.4950, -1.0382, -2.9159)  -0.526
H (-6.2916, 2.3767, 1.6009)  0.279
O (-2.0904, 3.1660, 2.2385)  -0.383
H (-0.2468, 0.5942, -2.0630)  -0.280
H (1.4922, 1.0986, -2.4155)  -0.196
C (-3.0673, 3.2394, 1.5284)  0.730
C (1.3984, 0.6543, 0.8892)  -0.302
H (4.4988, -1.8202, -4.5434)  0.320
H (-1.0939, -1.5874, 2.4214)  0.204
H (4.2979, -1.8114, 6.2891)  0.323
H (-0.5227, -3.1372, -1.8773)  0.295
H (5.1630, -3.2518, 5.8288)  0.291
H (-3.8369, 2.2986, -2.2230)  0.081
H (1.2819, -0.3837, 0.5777)  0.114
O (-3.0757, 3.6446, 0.2061)  -0.275
H (5.1123, -3.4424, -4.1497)  0.265

Computed properties:
HOMO level ... -11.217 eV
Relative energy (zero: lowest compared OMol25 entry of this formula, charge and spin) ... 80.03 kcal per mole
Net charge ... +1

=====

no.,gap between HOMO and LUMO (Eh),calculated total energy (Eh),largest force on an atom (eV/A)
1,0.32638,-3096.67475,1.7
2,0.01570,-3046.19383,2.9
3,0.19455,-3848.08717,4.1